No. 1
A cluster of 8 separate species, H16O8 in total. Source: the OMol25 dataset; level of theory: ωB97M-V with the def2-TZVPD basis set.

E (eV): -16639.21764
HOMO-LUMO gap (eV): 11.41
SMILES string: O.O.O.O.O.O.O.O
ΔE to the lowest compared entry with this formula, charge and spin (eV): 2.793

The geometry in XYZ format:
```
24
Properties=species:S:1:pos:R:3:forces:R:3
O -4.5090 2.7530 -0.2575 0.00 0.13 -0.23
H -3.7948 2.5252 0.3377 0.26 0.00 0.17
H -5.1359 2.0355 -0.1659 -0.21 -0.15 0.01
O 4.5996 2.5484 4.3438 0.14 -0.07 0.16
H 4.0926 3.3595 4.3810 -0.12 0.20 0.06
H 4.4768 2.2295 3.4497 -0.02 -0.15 -0.23
O 0.0147 0.8392 0.5351 -0.27 0.04 0.23
H -0.0442 0.5542 -0.3768 -0.03 -0.08 -0.24
H 0.9531 0.8487 0.7234 0.32 0.01 0.06
O -2.3062 1.8135 -3.8959 0.14 0.07 -0.17
H -2.2718 0.8824 -3.6767 0.02 -0.27 0.01
H -2.8699 2.1975 -3.2243 -0.18 0.19 0.21
O -0.8228 -0.5555 4.4133 0.11 -0.11 0.18
H -0.6470 -0.2502 3.5233 0.10 0.09 -0.31
H -1.7493 -0.3612 4.5551 -0.21 0.04 0.07
O 4.1937 -0.1752 0.1742 -0.18 0.21 0.14
H 3.9252 -1.0005 -0.2297 -0.13 -0.27 -0.11
H 5.1263 -0.1013 -0.0282 0.23 0.06 -0.04
O 2.0823 -3.4839 -2.3387 0.20 0.13 0.12
H 1.3896 -3.1151 -2.8869 -0.19 0.15 -0.13
H 1.9302 -4.4286 -2.3629 0.00 -0.24 0.03
O -2.5783 -2.8039 -2.4204 0.21 0.18 -0.07
H -3.3888 -2.5722 -1.9669 -0.20 0.08 0.13
H -2.6660 -3.7389 -2.6060 0.00 -0.24 -0.07
```
Positions in Å, forces in eV/Å.

=====

No. 2
A structure of composition C6H10 in a non-equilibrium geometry. Source: the OMol25 dataset; level of theory: ωB97M-V with the def2-TZVPD basis set.

E (eV): -6380.41511
HOMO-LUMO gap (eV): 9.74
ΔE to the lowest compared entry with this formula, charge and spin (eV): 3.444

The geometry in XYZ format:
```
16
Properties=species:S:1:pos:R:3:forces:R:3
C -1.8038 -0.0506 0.3922 -1.18 0.37 0.34
C -0.7580 -0.2404 1.1845 -0.48 0.85 -2.20
C -1.1200 0.1059 -0.9465 1.41 3.79 3.06
C 0.4129 -0.0225 0.2660 -3.74 -0.46 -4.20
C 0.9645 1.3929 0.1262 0.08 -3.67 0.23
C 1.1387 -1.2864 -0.1709 -0.46 1.68 -3.20
H -2.9003 0.0265 0.7156 1.58 -0.26 -0.73
H -0.8196 -0.4382 2.1758 0.35 -0.65 3.12
H -1.2027 -0.7008 -1.5507 -0.03 -2.57 -2.00
H -1.2807 1.0955 -1.5183 0.37 -1.48 0.93
H 1.4284 1.4985 -0.7977 0.33 0.58 -1.86
H 1.6975 1.5165 0.8171 2.53 0.54 2.33
H 0.2139 2.0216 0.4010 -2.13 2.12 0.06
H 1.6122 -1.7071 0.6076 2.03 -1.65 2.80
H 1.8318 -1.1422 -1.0138 0.47 0.71 0.59
H 0.5854 -2.0692 -0.6880 -1.14 0.10 0.71
```
Positions in Å, forces in eV/Å.

=====

No. 3
A structure of composition C22H18MoNO3 in a non-equilibrium geometry. Source: the OMol25 dataset; level of theory: ωB97M-V with the def2-TZVPD basis set.

E (eV): -32525.55115
HOMO-LUMO gap (eV): 4.76
Charge: +5
ΔE to the lowest compared entry with this formula, charge and spin (eV): 0.000

The geometry in XYZ format:
```
45
Properties=species:S:1:pos:R:3:forces:R:3
O -4.8609 3.2908 2.8744 2.66 -3.21 -0.72
C -4.1367 2.4289 2.6752 -2.27 2.82 0.63
Mo -2.5666 0.6879 2.2247 0.90 6.50 -0.90
C -2.2710 1.5864 0.3306 0.10 2.47 -3.48
O -2.1937 2.1620 -0.6787 -0.20 -2.48 3.96
C -1.1117 1.9021 3.2095 2.03 3.39 2.81
O -0.4820 2.6603 3.8254 -2.50 -3.46 -2.79
H -0.8467 0.8514 1.6129 -1.21 -0.99 0.35
C -1.9567 -1.2909 2.9507 -0.21 -0.85 0.32
C -2.9854 -0.8039 3.8197 0.22 -1.35 0.34
C -4.1682 -0.6029 3.0360 -0.18 -0.85 0.09
C -3.8870 -1.0142 1.6907 -0.08 -1.53 -0.03
C -2.5161 -1.4219 1.6304 -0.34 -0.85 0.17
H -0.9371 -1.5414 3.2469 -0.39 0.01 -0.02
H -2.9147 -0.6552 4.8971 0.13 0.08 -0.18
H -5.1413 -0.2867 3.4158 0.22 0.03 -0.09
H -4.6190 -1.0618 0.8848 0.22 0.14 0.04
H -2.0015 -1.7964 0.7446 -0.25 0.06 0.34
C 1.4278 2.3407 0.5674 0.08 0.27 0.91
C 1.7831 0.9106 0.4969 1.67 -0.32 -1.78
N 1.8764 0.2460 -0.6591 -0.40 1.21 2.14
C 2.5924 -0.9720 -0.8452 1.54 -0.37 2.33
C 3.4870 -1.5835 0.0107 -1.65 2.40 -0.20
C 4.0430 -2.8096 -0.3959 0.25 -0.40 -0.22
C 3.6975 -3.3653 -1.6368 -0.89 -0.24 -1.92
C 2.8460 -2.6912 -2.5261 1.58 -2.73 -0.12
C 2.3223 -1.4613 -2.1424 -2.54 2.52 -1.57
C 1.4593 -0.5162 -2.7950 2.17 -2.57 1.91
C 1.2292 0.5502 -1.8975 -0.89 2.42 0.40
C 0.4778 1.6552 -2.2590 1.50 -0.87 1.91
C -0.1478 1.6462 -3.5158 0.00 -0.04 -0.47
C 0.0089 0.5591 -4.3797 0.45 -1.50 -0.74
C 0.8214 -0.5268 -4.0318 -1.37 0.63 -2.18
H 1.8704 2.7080 1.5053 -0.12 0.08 -0.23
H 1.9053 2.8801 -0.2641 -0.17 -0.05 0.13
H 0.3586 2.6021 0.6261 0.28 -0.18 -0.24
H 2.3324 0.4548 1.3440 -0.65 0.04 -0.44
H 3.7449 -1.1000 0.9494 0.20 -0.40 0.00
H 4.7344 -3.3326 0.2594 0.07 -0.04 0.03
H 4.0990 -4.3418 -1.9092 -0.03 0.18 -0.03
H 2.5578 -3.1102 -3.4908 0.32 -0.14 0.17
H 0.3985 2.4995 -1.5888 -0.27 -0.01 -0.34
H -0.7644 2.4944 -3.8009 -0.01 0.00 -0.12
H -0.5149 0.5603 -5.3345 0.13 -0.04 0.08
H 0.9501 -1.3911 -4.6771 -0.11 0.21 -0.25
```
Positions in Å, forces in eV/Å.

=====

No. 4
A structure of composition C14H12BCl7F2N2OSn. Source: the OMol25 dataset; level of theory: ωB97M-V with the def2-TZVPD basis set.

E (eV): -119326.31556
HOMO-LUMO gap (eV): 7.96
Charge: +2
ΔE to the lowest compared entry with this formula, charge and spin (eV): 0.054

The geometry in XYZ format:
```
40
Properties=species:S:1:pos:R:3:forces:R:3
Sn 0.1764 -1.3064 -1.7395 -0.12 0.18 0.87
Cl 2.8965 -2.3373 -1.3643 0.01 0.04 -0.16
C 1.9193 -2.8348 -0.0173 0.05 -0.04 0.10
C 0.6163 -2.3615 0.0178 0.07 -0.16 -0.21
C -0.1949 -2.6960 1.0891 0.00 -0.04 0.21
Cl -1.8022 -2.0771 1.2051 0.06 -0.01 -0.07
C 0.2967 -3.5141 2.1100 -0.05 0.03 -0.01
Cl -0.6968 -3.9203 3.4346 0.00 0.00 -0.01
C 1.6111 -3.9974 2.0465 -0.01 0.02 0.00
Cl 2.2101 -5.0009 3.2786 -0.01 0.01 -0.01
C 2.4436 -3.6441 0.9774 0.07 0.00 -0.03
Cl 4.0578 -4.1838 0.8914 -0.03 -0.01 0.02
Cl -0.9750 -4.0450 -2.0608 -0.02 -0.07 -0.10
C -1.8801 -4.6631 -3.5075 -0.07 0.02 -0.02
Cl -2.2442 -3.3792 -4.6330 0.01 0.08 0.02
H -2.8023 -5.0861 -3.1276 0.03 -0.03 0.06
H -1.2454 -5.4056 -3.9752 0.03 0.01 0.02
O -3.3286 -0.8617 -1.5410 0.06 -0.01 0.07
C -2.2280 -1.0325 -1.5038 -0.12 0.01 -0.31
F -0.1907 -0.9403 -4.8113 0.10 0.14 -0.11
B 0.5274 -0.5305 -3.8206 -0.03 -0.20 -0.14
F 1.4570 0.3733 -3.8473 -0.01 0.01 -0.16
N 0.2817 0.6212 -0.8242 -0.06 -0.06 0.01
C 0.4082 1.6021 -0.2012 0.04 0.23 0.01
N 0.5451 2.6755 0.4706 0.02 -0.14 0.02
C 0.8896 2.6313 1.9305 -0.04 0.04 -0.04
C 0.1932 3.7972 2.6348 -0.03 -0.02 -0.06
C -1.1426 4.0985 1.9599 0.07 0.00 -0.01
C -0.9129 4.6719 0.5547 0.00 -0.04 0.03
C 0.2995 4.0221 -0.1230 -0.01 0.00 0.01
H 1.9740 2.6774 2.0229 0.01 0.00 -0.01
H 0.5438 1.6728 2.3163 -0.04 0.00 -0.02
H 0.8297 4.6835 2.6144 0.01 0.00 0.02
H 0.0578 3.5249 3.6804 0.02 0.02 0.01
H -1.7230 4.8023 2.5526 0.00 -0.01 0.01
H -1.7304 3.1777 1.9011 -0.03 0.01 0.01
H -0.7167 5.7424 0.6192 -0.02 0.01 -0.02
H -1.8058 4.5460 -0.0570 0.00 0.00 -0.01
H 1.2126 4.5916 0.0437 0.02 -0.01 0.01
H 0.1722 3.9060 -1.1968 0.01 -0.01 -0.01
```
Positions in Å, forces in eV/Å.

=====

No. 5
A cluster of 6 separate species, C24H51F3O12 in total in a non-equilibrium geometry. Source: the OMol25 dataset; level of theory: ωB97M-V with the def2-TZVPD basis set.

E (eV): -58430.77558
HOMO-LUMO gap (eV): 9.89
SMILES string: CCOC(=O)C(F)(F)F.O=C1CCCO1.COCCOC.COCCOC.COCCOC.COCCOC

The geometry in XYZ format:
```
90
Properties=species:S:1:pos:R:3:forces:R:3
C -35.4096 30.7233 16.3784 0.67 -0.70 0.24
O -35.8706 30.1812 17.6152 0.31 -0.71 0.59
C -34.9776 29.4221 18.5176 -0.90 0.23 -0.69
C -35.7921 28.4635 19.4621 1.20 1.21 -0.31
O -36.6369 29.1266 20.3496 0.38 0.08 0.38
C -37.8455 29.4895 19.7959 -1.59 1.07 -1.44
H -34.7138 31.5560 16.4815 0.07 0.19 0.37
H -36.2450 31.0694 15.7698 -0.26 -0.11 0.44
H -34.8916 29.9636 15.7930 0.08 -0.21 -0.07
H -34.3538 30.1187 19.0777 -0.30 0.27 0.40
H -34.2403 28.8131 17.9943 -0.19 -0.22 -0.60
H -35.0674 28.0044 20.1345 0.30 -0.30 -0.34
H -36.3110 27.6926 18.8925 -0.13 -0.01 -0.17
H -38.4361 30.0865 20.4908 -0.12 -0.66 0.33
H -38.3646 28.6701 19.2987 -0.40 -0.72 0.83
H -37.8168 30.1448 18.9254 0.88 0.46 0.03
C -33.1441 37.8218 21.0341 -0.31 0.60 0.41
O -32.9674 36.5287 20.5811 1.43 -1.36 -0.08
C -31.6178 36.0686 20.6773 -0.94 -1.38 -0.79
C -31.5439 34.5489 20.3134 1.49 2.04 1.81
O -31.6764 34.2888 18.9601 -0.95 -1.28 -0.10
C -31.5178 32.8882 18.7502 0.32 -0.35 -0.59
H -34.1511 37.7835 21.4497 -0.18 0.95 -0.41
H -32.9148 38.5406 20.2474 -0.71 0.25 -0.25
H -32.4978 38.1569 21.8453 0.37 -0.56 0.42
H -31.2514 36.2133 21.6936 -0.01 -0.16 0.24
H -30.9293 36.5978 20.0185 -0.12 0.29 -0.30
H -32.0928 33.9543 21.0436 -1.09 -0.15 -0.53
H -30.5314 34.3078 20.6371 0.69 -0.18 -0.17
H -30.4918 32.5715 18.9377 0.34 0.20 -0.05
H -31.7745 32.6011 17.7305 0.09 0.53 -0.15
H -32.1088 32.2080 19.3634 -0.53 0.51 0.54
C -37.1336 28.2750 25.4245 0.96 0.90 0.38
O -36.6183 29.5948 25.1616 -0.66 0.13 -0.29
C -36.4654 29.8367 23.7446 0.64 -0.78 0.56
C -35.7115 31.1446 23.4429 -0.75 -0.72 -0.11
O -36.5885 32.2478 23.3351 0.29 -0.08 0.52
C -36.9900 32.7843 24.5991 -0.35 0.27 -0.51
H -37.2806 28.1649 26.4989 -0.30 0.43 0.01
H -36.3284 27.5667 25.2293 -0.22 -0.39 -0.65
H -38.0685 28.0868 24.8967 0.12 -0.17 -0.15
H -37.4138 29.7681 23.2117 -0.29 0.41 0.09
H -35.9054 28.9747 23.3819 0.45 0.01 -0.39
H -35.2158 31.0682 22.4751 -0.13 -0.21 -0.14
H -34.9158 31.2681 24.1776 -0.04 0.27 0.31
H -38.0628 32.9720 24.5546 -0.07 -0.05 0.00
H -36.5053 33.7536 24.7156 0.18 -0.03 0.34
H -36.8036 32.1111 25.4358 0.19 0.02 -0.10
C -38.7091 37.2968 17.4887 -2.03 0.37 -0.11
O -39.5287 37.5902 16.2971 0.87 0.31 0.05
C -40.7095 38.4154 16.5057 1.06 -0.32 -0.57
C -41.1365 39.1677 15.2121 -0.28 -1.53 -1.13
O -41.2044 38.3392 13.9919 0.45 0.24 0.84
C -42.2513 37.3454 13.9242 0.49 1.57 0.51
H -37.7076 36.8801 17.3824 -0.14 0.15 -1.30
H -39.2612 36.5295 18.0314 0.01 0.13 0.46
H -38.5879 38.2028 18.0825 -0.17 0.06 0.19
H -40.4609 39.1800 17.2417 -0.24 0.10 0.27
H -41.5229 37.7847 16.8645 -0.10 -0.03 0.16
H -40.4942 40.0235 15.0044 0.45 -0.47 -0.25
H -42.1240 39.6219 15.2936 -0.31 -0.14 0.70
H -42.1411 36.5892 14.7014 0.04 -0.18 -0.12
H -42.2493 36.9278 12.9174 0.28 -0.08 0.20
H -43.1930 37.8789 14.0540 -0.39 -0.19 0.12
O -39.0961 32.6609 19.7118 2.16 0.35 -0.16
C -37.9641 33.1580 19.6916 -1.77 -2.89 0.57
O -37.8317 34.4314 19.5586 1.95 2.66 0.24
C -36.4067 34.8140 19.7297 0.45 0.07 -0.65
C -35.6115 33.5633 20.1607 0.10 0.66 0.09
C -36.5748 32.4881 19.8726 -2.50 -1.48 0.11
H -36.3062 35.6322 20.4429 -0.45 -0.06 -0.15
H -36.0408 35.1203 18.7497 -0.25 0.32 0.02
H -35.3200 33.6280 21.2090 -0.06 -0.09 -0.05
H -34.7415 33.3449 19.5414 0.25 0.76 0.16
H -36.7311 31.7523 20.6614 0.30 -0.04 -0.02
H -36.3472 31.9427 18.9568 -0.10 -0.06 0.01
C -41.7717 34.9683 19.5464 -0.24 1.30 1.32
C -40.7658 35.6722 20.5087 0.71 -1.10 -2.55
O -41.1345 37.0579 20.7837 0.32 -0.33 1.09
C -40.1485 37.7738 21.3225 2.30 -1.41 -0.07
O -38.9806 37.4028 21.5000 -3.01 0.93 -0.27
C -40.5347 39.2332 21.6593 0.70 0.06 -1.00
F -40.0360 39.5562 22.8420 -0.86 -0.05 0.61
F -39.8356 40.0213 20.7932 -0.98 -0.19 -0.13
F -41.8617 39.4763 21.5550 1.32 0.07 0.35
H -42.7837 35.0044 19.9495 -0.07 -0.09 0.21
H -41.5006 33.9182 19.4365 0.27 0.26 -0.26
H -41.8289 35.5399 18.6200 0.27 -0.37 -0.23
H -39.8346 35.7285 19.9450 0.02 0.13 0.01
H -40.4515 35.0048 21.3111 -0.69 0.73 0.88
```
Positions in Å, forces in eV/Å.

=====

No. 6
A cluster of 2 separate species, C17H22BF3N in total in a non-equilibrium geometry. Source: the OMol25 dataset; level of theory: ωB97M-V with the def2-TZVPD basis set.

E (eV): -28296.95827
HOMO-LUMO gap (eV): 7.20
Charge: +1
ΔE to the lowest compared entry with this formula, charge and spin (eV): 0.491

The geometry in XYZ format:
```
44
Properties=species:S:1:pos:R:3:forces:R:3
F 4.3492 0.6235 4.3676 -0.35 -0.34 1.24
C 4.1133 0.2918 5.6796 1.35 0.71 -0.47
F 5.0189 -0.6591 6.0175 -0.82 0.66 -0.18
F 4.4078 1.4111 6.4173 -0.50 -1.11 -0.62
C 2.6833 -0.1602 5.8675 0.03 0.18 -0.46
C 2.4005 -1.4606 6.2309 -0.02 -0.95 0.37
C 1.0821 -1.8690 6.4240 -0.52 0.68 0.19
C -0.0045 -0.9558 6.2584 1.29 0.31 0.73
C -1.3727 -1.3379 6.6008 -0.13 -2.06 -2.05
C -2.5071 -0.8176 5.8048 -1.10 0.11 0.37
C -3.8048 -1.1908 6.2389 0.04 0.44 -0.13
C -4.9602 -0.6588 5.6667 0.13 -0.06 0.07
C -4.8759 0.2482 4.6106 0.47 -0.18 -0.05
C -3.6090 0.5542 4.0817 -0.46 -0.21 0.13
C -2.4597 -0.0127 4.6232 0.62 0.44 0.44
C 0.3356 0.3449 5.8176 -0.42 0.36 0.39
C 1.6503 0.7293 5.5942 -0.05 0.32 0.17
H 3.2220 -2.1684 6.4089 -0.48 0.36 -0.13
H 0.8887 -2.8782 6.7616 -0.06 -0.06 -0.03
H -1.4672 -2.4222 6.8266 0.07 0.90 -0.22
H -3.8883 -1.8661 7.0805 -0.06 0.07 0.11
H -5.9381 -0.9213 6.0659 0.26 -0.07 -0.07
H -5.7867 0.6667 4.1669 0.46 -0.09 0.25
H -3.5540 1.2551 3.2440 0.19 -0.45 0.20
H -1.5082 0.1957 4.1201 -0.41 -0.12 0.34
H -0.4480 1.1048 5.7354 0.34 -0.33 -0.01
H 1.8890 1.7482 5.2748 -0.17 -0.38 0.12
C -1.7131 -0.4296 11.9027 -0.17 -0.20 -0.12
N -1.3682 -0.4786 10.4425 0.92 0.96 -0.34
C -1.6530 0.9047 9.9030 0.09 -0.01 0.16
C 0.1291 -0.6738 10.3823 -0.08 0.13 0.08
B -2.1348 -1.5898 9.5657 -0.03 0.23 0.46
H -1.7535 -1.4442 8.2440 0.04 0.69 0.49
H -1.1304 0.3794 12.3696 -0.18 -0.27 -0.20
H -2.7786 -0.2135 12.0200 0.20 -0.20 -0.04
H -1.4417 -1.3783 12.3741 -0.21 0.14 -0.15
H -1.0201 1.6226 10.4621 -0.36 -0.31 -0.42
H -1.4179 0.9380 8.8254 -0.12 -0.03 0.53
H -2.7117 1.1488 10.0791 0.41 -0.19 -0.20
H 0.6023 0.1846 10.8981 -0.14 -0.48 -0.36
H 0.3933 -1.5989 10.9156 -0.16 0.29 -0.35
H 0.4563 -0.7192 9.3301 -0.16 0.01 0.47
H -1.8392 -2.6790 9.9451 0.46 -0.20 -0.29
H -3.3079 -1.4169 9.6717 -0.21 0.33 -0.42
```
Positions in Å, forces in eV/Å.